{"formula": "C36H99N9O9", "method": "ωB97M-V with the def2-TZVPD basis set", "species": ["C", "O", "C", "C", "C", "N", "H", "H", "H", "H", "H", "H", "H", "H", "H", "H", "H", "C", "O", "C", "C", "C", "N", "H", "H", "H", "H", "H", "H", "H", "H", "H", "H", "H", "C", "O", "C", "C", "C", "N", "H", "H", "H", "H", "H", "H", "H", "H", "H", "H", "H", "C", "O", "C", "C", "C", "N", "H", "H", "H", "H", "H", "H", "H", "H", "H", "H", "H", "C", "O", "C", "C", "C", "N", "H", "H", "H", "H", "H", "H", "H", "H", "H", "H", "H", "C", "O", "C", "C", "C", "N", "H", "H", "H", "H", "H", "H", "H", "H", "H", "H", "H", "C", "O", "C", "C", "C", "N", "H", "H", "H", "H", "H", "H", "H", "H", "H", "H", "H", "C", "O", "C", "C", "C", "N", "H", "H", "H", "H", "H", "H", "H", "H", "H", "H", "H", "C", "O", "C", "C", "C", "N", "H", "H", "H", "H", "H", "H", "H", "H", "H", "H", "H"], "positions_angstrom": [[7.617948, 2.198624, -5.130349], [6.876147, 1.141045, -4.602268], [5.602553, 1.396068, -4.080383], [4.973494, 0.163566, -3.448465], [5.860333, -0.447218, -2.309998], [4.938745, -0.929787, -4.422800], [8.550862, 1.874586, -5.585175], [7.800799, 3.016626, -4.425339], [7.107370, 2.713767, -5.955305], [5.760888, 2.218481, -3.371166], [4.917138, 1.738215, -4.865324], [3.962929, 0.362324, -3.095608], [6.857676, -0.703017, -2.664220], [5.480441, -1.417194, -1.977208], [5.810872, 0.150535, -1.394491], [5.880041, -1.280210, -4.549911], [4.419026, -1.742376, -4.121921], [-9.159539, -3.516944, 1.588745], [-8.222773, -2.537799, 1.175289], [-6.891632, -3.014454, 1.298521], [-5.952286, -1.901310, 0.799785], [-4.523406, -2.372703, 0.639375], [-5.947907, -0.782524, 1.740124], [-8.888878, -4.096542, 2.472339], [-9.345995, -4.181914, 0.739392], [-10.079151, -2.954932, 1.756403], [-6.594734, -3.397201, 2.278428], [-6.664109, -3.826605, 0.592959], [-6.237402, -1.559843, -0.197891], [-3.755899, -1.610810, 0.540099], [-4.438507, -3.148938, -0.127073], [-4.233038, -2.980664, 1.508204], [-6.908042, -0.512301, 1.930638], [-5.605728, -1.144593, 2.624707], [1.368286, 4.856619, -0.707886], [0.181587, 5.635945, -0.762119], [-0.926055, 4.832967, -1.137702], [-2.132589, 5.753375, -1.375595], [-3.484214, 5.153872, -1.166032], [-2.120378, 6.233157, -2.784072], [1.229793, 4.005240, -0.035403], [2.170215, 5.467037, -0.293963], [1.765973, 4.457162, -1.646238], [-0.649066, 4.276727, -2.036910], [-1.182280, 4.089806, -0.374444], [-1.991995, 6.647032, -0.759836], [-3.686605, 4.299834, -1.815368], [-4.262934, 5.914503, -1.226752], [-3.638405, 4.673356, -0.194725], [-1.260915, 6.788682, -2.802432], [-2.754560, 7.031972, -2.805468], [4.430918, -5.965125, 5.697092], [4.618245, -5.513018, 4.362271], [3.469647, -5.657327, 3.579064], [3.534122, -5.142331, 2.126516], [3.983969, -3.696186, 2.030857], [2.218923, -5.151539, 1.482521], [5.393245, -5.915280, 6.199031], [3.910719, -6.919370, 5.786677], [3.805310, -5.171676, 6.124184], [3.204390, -6.716804, 3.465345], [2.637115, -5.144471, 4.078267], [4.158531, -5.806150, 1.518130], [4.965854, -3.499556, 2.469117], [3.350647, -3.097512, 2.690884], [3.996644, -3.313514, 1.010694], [1.987437, -6.126051, 1.321076], [2.271958, -4.661912, 0.600862], [2.735918, -0.533019, 1.133872], [2.200928, 0.777002, 1.113284], [0.782244, 0.769793, 1.251350], [0.056500, 0.196096, 0.047263], [0.407597, 0.962324, -1.235190], [-1.383896, 0.234596, 0.293155], [3.811877, -0.367925, 1.067752], [2.399226, -1.193984, 0.332831], [2.527253, -0.980847, 2.111145], [0.519259, 0.438527, 2.260470], [0.443760, 1.810872, 1.232091], [0.283168, -0.866887, -0.115373], [0.533484, 2.044247, -1.167648], [-0.361589, 0.789090, -1.989117], [1.354717, 0.615870, -1.656137], [-1.760504, -0.285732, -0.484398], [-1.650760, -0.274277, 1.129584], [2.996402, -1.748002, 5.324525], [2.715700, -0.498226, 5.916991], [2.388770, 0.507354, 4.963927], [1.713913, 1.721631, 5.552669], [1.240622, 2.697565, 4.483877], [2.641020, 2.461578, 6.410687], [3.173590, -2.488460, 6.103296], [3.917006, -1.737697, 4.729833], [2.157300, -2.060824, 4.696658], [3.335655, 0.837833, 4.520918], [1.761692, 0.041989, 4.193869], [0.787121, 1.473055, 6.075201], [2.035483, 2.936807, 3.771195], [0.772249, 3.621053, 4.816933], [0.468183, 2.232970, 3.861294], [3.495878, 2.695276, 5.920653], [2.899006, 1.850636, 7.178730], [2.121824, 4.590675, -5.296480], [1.230349, 3.554126, -5.016308], [-0.114253, 3.929514, -4.848472], [-0.969907, 2.711190, -4.532765], [-1.404977, 2.013301, -5.839600], [-2.225550, 2.974110, -3.777284], [1.872495, 5.129948, -6.214706], [3.136006, 4.216100, -5.446591], [2.234847, 5.250583, -4.428629], [-0.141510, 4.652825, -4.024762], [-0.461404, 4.441409, -5.754594], [-0.387840, 1.975218, -3.972628], [-2.100743, 2.638447, -6.408246], [-1.953309, 1.098444, -5.618671], [-0.531848, 1.895142, -6.481805], [-2.127659, 3.898624, -3.366058], [-2.859615, 3.066859, -4.563761], [-1.141687, -2.410281, -2.644382], [-2.114866, -1.541753, -2.092151], [-2.758623, -0.840637, -3.144043], [-3.860753, 0.034066, -2.508139], [-4.839876, 0.541307, -3.553637], [-3.301761, 1.165257, -1.741100], [-0.944331, -3.269438, -1.999464], [-0.175401, -1.921957, -2.803118], [-1.466255, -2.852861, -3.589033], [-2.079814, -0.139647, -3.637887], [-3.261931, -1.537420, -3.821346], [-4.403702, -0.550395, -1.760652], [-5.394457, 1.411777, -3.213739], [-5.474057, -0.268202, -3.921858], [-4.281924, 0.791596, -4.463167], [-2.840745, 1.838273, -2.372971], [-2.469249, 0.909084, -1.185189], [-3.234978, -0.268032, 3.836428], [-2.252609, -0.945843, 3.052210], [-1.538833, -1.923012, 3.767997], [-0.519656, -2.589508, 2.851108], [-1.173594, -3.249463, 1.602939], [0.224157, -3.643999, 3.551863], [-2.895707, 0.088137, 4.814320], [-4.026075, -0.971014, 4.113601], [-3.633315, 0.581561, 3.290013], [-1.026919, -1.461098, 4.618778], [-2.172147, -2.730085, 4.159175], [0.095359, -1.852455, 2.328194], [-1.786293, -4.121180, 1.842586], [-0.331469, -3.573649, 0.984506], [-1.714254, -2.592582, 0.918258], [-0.434744, -4.416462, 3.545601], [0.983127, -3.940320, 2.941671]], "atomic_forces_ev_per_a": [[-0.7, 1.2, -0.6], [0.8, -1.5, -0.3], [-0.2, 1.1, -0.1], [2.0, -2.2, 0.8], [-1.0, 0.5, 0.8], [-0.4, 0.1, -1.4], [0.1, -0.5, 0.5], [0.2, -0.3, 0.4], [-0.4, -0.2, -0.1], [-0.6, -0.1, 0.4], [0.1, 0.1, -0.1], [0.0, 0.3, 0.0], [0.2, 0.7, 0.1], [-0.5, 0.0, -0.3], [0.7, 0.2, -0.1], [0.1, 0.2, -0.2], [-0.3, 0.3, 0.3], [-0.7, 0.6, -1.0], [0.9, -0.7, 1.1], [0.9, 0.3, -2.2], [0.4, 0.4, 0.7], [0.2, -1.8, 0.7], [-0.3, 0.3, 0.0], [0.2, 0.2, 0.1], [0.0, -0.3, 0.2], [-0.1, -0.2, 0.2], [-0.3, 0.4, 0.4], [-0.7, -0.4, 0.0], [-0.6, 0.1, 0.2], [-0.3, 0.3, -0.3], [0.0, 0.5, -0.5], [0.0, 0.4, 0.4], [0.0, 0.1, -0.1], [0.1, 0.1, 0.0], [0.3, 0.1, 0.8], [0.4, -0.4, -0.4], [-0.5, 0.2, 0.1], [0.3, 0.3, -0.6], [-0.7, -1.1, 1.1], [0.9, 1.1, 0.3], [0.0, -0.1, 0.1], [-0.2, 0.2, 0.1], [-0.6, 0.1, -0.4], [-0.2, 0.0, -0.1], [0.2, 0.0, 0.2], [0.0, -0.3, 0.6], [0.0, 0.4, -0.5], [0.0, -0.1, -0.4], [0.4, 0.3, 0.3], [0.4, -0.4, -0.6], [-0.6, -0.4, -0.2], [-0.5, 1.7, -0.3], [0.9, -0.5, -0.9], [-1.1, -0.2, -0.5], [1.0, 0.8, -0.5], [0.8, 0.3, 1.1], [-0.5, -0.7, 1.0], [0.0, -0.4, -0.1], [0.3, -0.2, -0.1], [-0.2, -0.4, 0.6], [-0.1, -0.2, 0.4], [-0.2, 0.0, 0.0], [0.6, 0.1, 0.4], [0.2, -0.4, -0.2], [-0.4, 0.1, -0.4], [-0.2, 0.0, 0.0], [-0.4, 0.2, -0.3], [0.0, -0.2, -0.1], [0.6, 0.7, 0.7], [-0.6, -0.2, -0.4], [0.3, 1.2, -0.3], [-0.2, -0.7, 0.3], [0.3, -0.3, -0.3], [0.3, 0.5, 0.0], [0.0, -0.4, -0.1], [-0.1, 0.1, -0.1], [-0.1, -0.3, -0.1], [-0.3, -0.7, -0.2], [0.3, 0.2, 0.2], [0.6, 0.0, 0.0], [-0.3, 0.0, 0.5], [0.0, -0.1, 0.0], [0.0, -0.2, 0.1], [-0.3, -0.4, 0.1], [0.1, 0.1, 0.2], [0.1, 0.1, -0.1], [-0.3, 0.3, 0.5], [0.1, -0.8, -0.5], [0.1, 1.2, 0.0], [-0.3, -0.6, -1.5], [-0.5, -0.3, 1.0], [-0.3, 0.1, 0.2], [0.0, 0.3, -0.2], [0.0, -0.2, 0.0], [-0.1, 0.1, -0.4], [0.0, 0.1, -0.2], [0.4, -0.3, 0.6], [0.2, 0.2, 0.2], [0.4, -0.1, 0.6], [0.0, -0.2, 0.0], [-0.1, -0.1, -0.2], [0.2, 0.1, 0.1], [0.5, 0.3, 0.2], [0.4, -1.2, -0.3], [0.3, 0.7, 0.5], [-0.5, -1.0, -0.6], [0.3, 0.5, 0.2], [1.2, 0.7, -1.2], [-0.3, 0.2, 0.1], [-0.2, -0.6, -0.1], [-0.4, 0.4, -0.1], [-0.3, 0.1, 0.0], [-0.2, 0.0, 0.0], [0.3, 0.3, 0.1], [0.0, 0.2, 0.1], [0.4, -0.3, -0.1], [-0.1, -0.6, 0.0], [-0.4, 0.1, 0.0], [-0.8, 0.4, 0.6], [0.4, -0.5, 0.2], [0.4, -0.6, -0.7], [-1.6, 0.8, 1.0], [0.6, 0.6, 0.9], [0.7, -0.5, -0.8], [1.0, 0.4, -0.3], [-0.2, 0.2, 0.4], [-0.1, 0.3, -0.1], [-0.1, 0.2, -0.1], [0.2, -0.3, -0.3], [0.4, -0.2, -0.3], [0.0, -0.4, -0.2], [-0.1, -0.1, 0.0], [-0.4, 0.1, 0.4], [0.1, 0.5, 0.1], [-0.8, -0.3, -0.2], [-1.4, 0.0, -0.1], [0.0, -0.5, 0.3], [-0.4, 0.5, 0.3], [0.7, -0.2, 0.0], [-1.0, -0.5, -1.7], [0.3, 0.3, -0.4], [-0.1, 0.8, 0.1], [0.7, 0.1, -0.1], [-0.3, 0.0, -0.3], [0.0, -0.2, -0.3], [0.1, 0.0, 0.1], [-0.4, 0.1, 0.1], [0.6, 0.2, 0.9], [-0.1, 0.0, 0.1], [0.0, -0.4, 0.1], [-0.3, 0.2, 0.4], [0.3, -0.3, 0.3], [-0.1, -0.2, 0.0]], "lowdin_charge": [-0.120, -0.191, -0.215, -0.384, -0.072, 0.017, 0.087, 0.085, 0.084, 0.127, 0.122, 0.131, 0.073, 0.061, 0.067, 0.064, 0.064, -0.110, -0.180, -0.219, -0.429, -0.081, 0.053, 0.086, 0.086, 0.087, 0.127, 0.123, 0.135, 0.062, 0.085, 0.074, 0.070, 0.047, -0.104, -0.171, -0.200, -0.421, -0.071, 0.028, 0.073, 0.088, 0.083, 0.089, 0.132, 0.138, 0.065, 0.079, 0.085, 0.076, 0.074, -0.088, -0.186, -0.221, -0.419, -0.061, 0.028, 0.090, 0.089, 0.081, 0.125, 0.115, 0.135, 0.086, 0.055, 0.074, 0.084, 0.074, -0.114, -0.181, -0.205, -0.413, -0.020, 0.063, 0.093, 0.081, 0.062, 0.101, 0.120, 0.117, 0.062, 0.053, 0.077, 0.024, 0.048, -0.114, -0.181, -0.209, -0.431, -0.070, 0.035, 0.084, 0.085, 0.062, 0.134, 0.103, 0.142, 0.082, 0.080, 0.062, 0.072, 0.069, -0.119, -0.186, -0.207, -0.391, -0.056, 0.059, 0.090, 0.080, 0.086, 0.100, 0.134, 0.117, 0.081, 0.061, 0.084, 0.027, 0.075, -0.106, -0.208, -0.196, -0.416, -0.063, 0.042, 0.082, 0.086, 0.084, 0.112, 0.127, 0.117, 0.079, 0.075, 0.059, 0.015, 0.010, -0.091, -0.215, -0.205, -0.411, -0.058, 0.051, 0.085, 0.075, 0.094, 0.124, 0.131, 0.111, 0.080, 0.063, 0.046, 0.070, 0.020], "relative_energy_kcal_mol": 61.3, "lumo_energy_ev": 0.3, "homo_lumo_gap_ev": 8.49}